52
Properties=species:S:1:pos:R:3:forces:R:3 method="wB97M-V/def2-TZVPD" e_above_lowest_ev=0.414 charge=+1 smiles=C[C@@H]([NH2+]Cc1cccc(OCc2ccccc2)c1)[C@H](O)c1ccccc1 gap_ev=8.98
O -3.1182 1.1434 -0.9876 0.04 0.09 0.10
O 3.0192 1.4576 -0.5398 -0.16 0.06 0.16
N -1.7590 -0.8374 -0.1120 -0.08 0.31 -0.31
C 6.5535 0.5130 -0.9595 -0.15 0.09 0.02
C -6.4451 -0.2935 -0.7765 0.11 0.04 0.01
C 1.2436 0.1495 0.1791 0.18 0.03 -0.02
C 7.5030 -0.1084 1.1537 0.07 -0.04 0.01
C 0.6171 -1.0706 0.3675 0.03 0.00 -0.02
C 6.3815 0.3826 1.7997 -0.01 0.01 0.06
C -7.8577 1.0111 0.6585 -0.04 -0.02 -0.01
C -3.2010 -0.8487 0.2758 -0.56 0.09 -0.14
C 4.3057 1.6242 -1.1172 0.36 0.18 -0.21
C 3.1313 -0.9636 -0.8096 0.11 0.24 -0.06
C -6.7461 1.6702 1.1560 0.01 0.04 0.05
C -0.7646 -1.1097 0.9626 0.59 -0.16 0.27
C 7.5892 -0.0386 -0.2267 0.09 -0.02 -0.01
C 1.2409 -2.2430 -0.0427 -0.07 -0.03 0.05
C -3.9459 0.0092 -0.7729 -0.14 -0.33 0.14
C -5.3277 0.3612 -0.2760 0.12 0.00 -0.14
C 2.5108 0.2193 -0.4067 -0.30 -0.28 0.00
C -5.4837 1.3452 0.6931 0.06 -0.03 -0.01
C -3.7377 -2.2628 0.3662 0.11 0.15 0.09
C 2.4956 -2.1768 -0.6223 -0.13 -0.02 -0.01
C -7.7061 0.0302 -0.3074 -0.07 -0.04 0.01
C 5.3488 0.9429 1.0690 -0.04 0.05 -0.07
C 5.4265 1.0077 -0.3156 -0.08 0.00 0.02
H 8.4630 -0.4169 -0.7350 0.08 -0.04 -0.04
H -6.8604 2.4381 1.9050 -0.02 0.08 0.07
H 4.4345 2.7112 -1.1590 -0.05 -0.19 -0.08
H 4.1137 -0.9464 -1.2506 0.09 0.02 -0.04
H -0.9719 -2.0908 1.3919 -0.11 0.10 -0.06
H -4.6170 1.8650 1.0767 0.08 0.06 0.06
H -1.5983 0.1130 -0.4957 0.13 -0.34 0.00
H 6.6214 0.5648 -2.0372 0.01 -0.02 -0.13
H 2.9897 -3.0841 -0.9320 0.07 -0.09 -0.03
H -6.3295 -1.0525 -1.5364 0.01 -0.08 -0.12
H -3.6364 -2.7803 -0.5857 0.01 -0.08 -0.13
H -4.7930 -2.2327 0.6229 -0.06 0.01 0.02
H -8.8418 1.2646 1.0200 -0.10 0.03 0.03
H 4.4761 1.3333 1.5725 -0.08 0.02 0.06
H 0.7817 1.0720 0.4969 -0.07 0.17 0.08
H -0.8809 -0.3472 1.7343 -0.16 -0.04 -0.11
H -8.5704 -0.4811 -0.7011 -0.09 -0.04 -0.04
H 4.3104 1.2385 -2.1451 -0.01 0.04 0.11
H -3.6469 1.8644 -1.3456 0.04 0.04 -0.05
H 0.7622 -3.1987 0.1076 -0.06 -0.15 0.05
H -1.6045 -1.5057 -0.8758 0.04 0.18 0.08
H 8.3098 -0.5422 1.7242 0.07 -0.04 0.05
H -4.0290 -0.5610 -1.7125 -0.01 0.01 0.16
H 6.3117 0.3350 2.8759 0.00 -0.01 0.10
H -3.2244 -2.8322 1.1359 0.03 -0.09 0.06
H -3.2762 -0.3440 1.2439 0.13 0.02 -0.11

=====

55
Properties=species:S:1:pos:R:3:forces:R:3 method="wB97M-V/def2-TZVPD" e_above_lowest_ev=1.001 charge=+1 gap_ev="5.86 / 5.84"
Pd -0.1695 -0.0385 0.6227 -0.32 0.63 -0.53
Se 1.2167 -0.5462 -1.3782 0.03 -0.39 0.10
S 0.0269 2.9629 -0.6941 0.21 -0.21 -0.06
Si 0.1663 -0.1284 2.9597 -0.13 -0.01 0.26
O 0.1023 2.2271 0.6385 -0.19 0.02 0.48
N 3.2347 0.3599 0.6454 -0.24 0.02 -0.10
C -1.6455 -4.4942 -1.9059 0.00 0.03 -0.07
C -1.5923 -3.3622 -2.7230 0.02 -0.15 0.05
C -2.0124 2.8590 -2.5043 0.00 -0.02 -0.04
C -2.6712 2.8273 -0.1720 -0.06 0.02 -0.05
C 2.4641 0.0385 -0.1571 0.21 0.01 -0.12
C 0.1663 4.6789 -0.2723 -0.02 0.08 0.11
C 0.7470 6.8895 -0.9642 0.00 0.00 0.00
C -4.0000 2.7342 -0.5541 -0.02 -0.02 0.00
C 1.8891 0.1106 3.4618 0.61 0.06 -0.22
C -1.8364 -4.3687 -0.5359 0.02 0.00 -0.02
C -1.9003 -1.9665 -0.7823 -0.40 -0.19 -0.03
C -0.9319 1.2326 3.4942 -0.37 0.45 -0.13
C -0.4967 -1.7775 3.3893 -0.24 -0.53 -0.24
C -1.7196 -2.1106 -2.1661 -0.07 0.10 -0.05
C -2.0523 -0.6636 -0.1979 1.18 -0.01 0.23
C -4.3372 2.6980 -1.9051 0.03 -0.01 0.02
C -1.6933 2.8921 -1.1559 -0.06 -0.03 0.03
C 0.6535 5.5332 -1.2490 -0.01 0.04 0.00
C -0.1992 5.1310 0.9885 0.02 0.05 -0.05
C -3.3489 2.7633 -2.8775 0.01 0.01 0.02
C -0.0948 6.4850 1.2620 0.02 0.03 -0.02
C -1.9654 -3.1108 0.0227 0.00 -0.02 0.07
C 0.3695 7.3619 0.2848 -0.02 -0.04 0.03
H -0.9608 1.1806 4.5906 -0.04 0.04 -0.06
H -1.8906 -5.2509 0.0885 0.00 0.02 -0.02
H -0.3421 -1.8782 4.4716 -0.03 -0.05 -0.06
H 1.8683 0.2049 4.5553 0.03 -0.01 -0.05
H 1.1270 7.5726 -1.7134 -0.02 -0.03 0.03
H 0.9597 5.1485 -2.2158 0.00 0.01 0.05
H -1.6871 -1.2231 -2.7898 0.02 -0.03 0.00
H -0.5394 4.4300 1.7402 0.01 0.02 -0.03
H -1.5499 -5.4786 -2.3466 0.01 0.04 0.01
H -2.3878 2.8413 0.8733 0.01 0.02 0.00
H -5.3761 2.6158 -2.1987 0.03 0.02 0.01
H -4.7772 2.6939 0.1995 0.03 -0.01 -0.03
H -1.5648 -1.8708 3.1828 0.05 -0.03 0.09
H -2.2542 0.1742 -0.8551 -0.12 0.04 -0.02
H 0.0349 -2.5928 2.8937 -0.01 0.01 0.08
H -1.4529 -3.4716 -3.7901 -0.01 -0.01 0.01
H -1.2294 2.9026 -3.2546 -0.04 -0.02 0.05
H -2.1253 -2.9996 1.0899 0.00 -0.03 -0.04
H 2.5207 -0.7327 3.1815 0.03 0.04 0.07
H 2.3242 1.0096 3.0265 0.03 0.01 0.09
H -2.4997 -0.6133 0.7936 -0.17 0.06 0.07
H -0.3707 6.8598 2.2400 0.01 -0.01 -0.05
H -3.6157 2.7389 -3.9263 0.01 -0.01 0.03
H -0.5347 2.2036 3.1945 -0.02 -0.04 0.05
H 0.4449 8.4196 0.5038 0.01 -0.04 0.00
H -1.9542 1.1371 3.1214 0.01 0.02 0.09

=====

60
Properties=species:S:1:pos:R:3:forces:R:3 method="wB97M-V/def2-TZVPD" e_above_lowest_ev=1.028 charge=+1 gap_ev=6.49
Ta -0.1047 0.1997 -0.6116 0.19 0.66 -0.24
S -2.5514 0.3374 -4.3835 0.03 0.03 0.02
S -4.3319 0.2319 -2.0845 0.02 0.02 0.03
S -0.1893 1.2416 -2.7731 -0.05 0.06 -0.20
S -2.2213 1.1242 -0.1485 -0.25 0.16 0.11
S -5.3473 -0.5831 -4.7492 0.05 0.06 0.05
O -1.1033 -2.8386 -2.9399 0.03 -0.18 -0.13
O 1.5991 -1.7372 -1.2817 0.15 -0.11 0.00
O -1.2584 -2.6049 1.4019 -0.01 -0.01 0.00
O 0.9003 -1.0239 0.6537 -0.41 -0.31 -0.08
O -1.0098 -1.2542 -1.3732 0.42 -0.61 0.75
C 0.0382 3.0081 0.7708 0.00 -0.04 0.09
C -0.3989 1.7136 2.8933 -0.03 0.00 0.03
C 1.8217 2.3791 -0.7612 0.04 -0.04 0.05
C -2.7225 0.8284 -1.7908 -0.01 -0.01 -0.01
C -0.9375 -2.6006 -1.7964 -0.36 0.64 -0.05
C 3.6121 0.7295 0.0090 0.04 0.00 0.02
C 0.4262 1.9665 1.6584 -0.09 0.12 -0.14
C -1.8838 0.8747 -2.8673 -0.03 -0.03 -0.05
C -1.0667 3.9405 1.1723 -0.01 0.04 0.00
C 0.2165 4.2624 -1.3718 -0.01 0.03 0.01
C -0.5701 -4.7842 1.9147 0.05 -0.02 -0.01
C 2.3156 1.4720 0.1972 -0.05 -0.09 0.02
C 0.7048 3.1915 -0.4368 0.01 -0.03 -0.07
C 1.1283 -2.0205 -0.1863 -0.01 0.13 0.06
C -1.8553 -3.4632 0.4310 -0.02 0.02 -0.04
C 2.2637 0.4673 2.5065 0.01 0.01 0.02
C -4.1551 -0.0317 -3.8044 -0.05 -0.12 -0.06
C -0.7609 -3.5739 -0.6689 0.19 -0.15 -0.09
C -0.0612 -3.3681 1.5991 -0.02 0.00 0.00
C 2.5691 2.6188 -2.0465 0.02 0.03 -0.03
C -1.9273 -4.7986 1.1691 -0.03 0.03 0.04
C 0.5392 -3.3534 0.1836 0.13 -0.11 0.02
C 1.6376 1.3074 1.4321 0.03 -0.13 -0.08
H 1.9050 2.8403 -2.8766 0.00 -0.01 0.01
H -1.1113 4.0513 2.2531 -0.01 0.00 -0.01
H -0.9175 4.9271 0.7427 0.01 0.01 0.00
H 1.2742 -4.1352 -0.0042 -0.03 -0.01 -0.04
H 3.2248 3.4854 -1.9274 0.02 -0.02 0.01
H -2.7592 -4.7689 1.8700 0.00 -0.03 0.00
H 0.1193 -5.5452 1.5490 0.00 -0.01 0.02
H 0.4349 5.2490 -0.9563 0.00 0.00 0.00
H 2.9503 1.0981 3.0801 -0.01 0.01 -0.01
H 4.1201 0.9778 -0.9138 0.00 0.01 0.00
H 4.2909 0.9670 0.8295 0.00 0.01 0.00
H 0.5520 -2.8997 2.3625 0.02 -0.01 -0.01
H 1.5349 0.0657 3.2018 -0.01 0.00 0.01
H 3.4531 -0.3493 0.0210 0.00 0.00 -0.01
H 3.1787 1.7725 -2.3416 -0.01 -0.02 -0.01
H -1.4511 1.9249 2.7095 0.01 0.00 0.00
H -0.6896 -4.9337 2.9848 -0.03 0.04 0.00
H -0.8643 4.1963 -1.5063 0.00 -0.01 0.01
H -0.7628 -4.5592 -1.1301 0.02 0.01 0.00
H -0.3288 0.6807 3.2233 0.00 -0.02 -0.01
H -2.0616 -5.6556 0.5120 0.02 0.02 -0.03
H -2.7992 -3.0447 0.0910 -0.01 -0.01 0.01
H 2.8384 -0.3600 2.1050 -0.01 0.00 0.00
H -2.0449 3.5881 0.8344 0.01 -0.01 -0.01
H 0.6767 4.2167 -2.3511 -0.01 0.00 0.01
H -0.0789 2.3521 3.7204 0.02 -0.02 0.00

=====

50
Properties=species:S:1:pos:R:3:forces:R:3 method="wB97M-V/def2-TZVPD" e_above_lowest_ev=2.121 charge=+1 gap_ev=4.99
C 2.6645 -1.6372 5.0906 0.09 -0.20 0.10
C -2.7790 -1.5909 -3.6510 0.29 0.20 0.59
C 1.9053 3.3776 -0.2789 0.15 0.13 -1.15
C 2.7509 -0.5038 2.8552 -0.25 -0.24 -0.61
C 0.2913 -1.5926 2.1209 -0.14 -0.09 0.25
C 0.1950 1.5753 0.2184 -2.15 0.20 0.24
C 0.8563 -1.9249 3.3504 0.61 0.11 -0.08
C -3.9368 -2.1957 -4.1076 0.01 -0.36 0.19
C 1.0447 2.7083 0.5797 -0.45 -1.21 0.15
C -3.0980 -2.6045 -1.4707 0.17 0.44 -0.36
C -5.9444 -3.6641 -3.7564 -0.32 -0.22 -0.10
C 2.8649 4.9896 1.3880 0.27 0.39 0.54
C 0.9415 -0.7058 1.2614 -0.09 0.06 0.07
C -0.6655 -1.1215 -0.5931 -0.72 0.73 -0.44
C -4.6785 -3.0298 -3.2568 -0.03 0.33 -0.02
C 2.1929 -0.2062 1.6211 0.07 -0.16 0.44
C 3.8216 4.7974 -0.9806 0.19 0.31 -0.08
C -2.3376 -1.7483 -2.3114 -1.08 -1.10 -0.61
C 0.3148 -0.1880 0.0012 4.07 -0.64 -1.26
C -4.2528 -3.2222 -1.9350 0.21 -0.06 -0.25
C 2.0875 -1.3797 3.7221 -0.17 0.32 0.56
C 2.8142 4.3783 0.0380 -0.48 -0.71 0.17
C -1.1985 -1.0064 -1.8304 0.65 0.00 0.59
H -2.1974 -0.9532 -4.3156 -0.13 -0.09 0.09
H 3.3466 5.1584 -1.9022 -0.06 -0.16 0.15
H -6.4075 -4.2756 -2.9696 0.09 0.15 -0.30
H -2.7881 -2.7513 -0.4384 -0.16 0.04 -0.17
H -6.6814 -2.9092 -4.0803 0.32 -0.22 0.16
H -0.6653 -2.0554 1.8769 0.23 0.34 0.00
H -0.7202 -0.3443 -2.5421 -0.32 0.60 0.01
H 4.4659 3.9551 -1.2738 -0.26 0.07 0.11
H 3.6538 -2.1058 5.0182 -0.17 0.07 0.01
H 0.9191 3.1271 1.5732 0.25 -0.40 0.24
H -0.6012 1.3827 0.9521 -0.08 1.08 -0.30
H 3.0666 4.2509 2.1745 -0.07 0.02 -0.21
H 2.7914 -0.7041 5.6611 -0.11 -0.27 -0.21
H 3.6502 5.7439 1.4497 -0.08 -0.10 -0.02
H 0.3617 -2.6174 4.0355 0.06 0.24 -0.30
H 3.7089 -0.0734 3.1283 -0.04 -0.12 0.05
H -5.7445 -4.3078 -4.6282 -0.06 0.18 0.30
H 1.8774 3.0734 -1.3255 0.23 -0.18 0.13
H 4.4719 5.5930 -0.6071 -0.17 -0.16 -0.04
H 1.9255 5.4846 1.6610 0.01 -0.16 -0.16
H 2.0131 -2.3094 5.6582 0.17 0.16 -0.02
H -4.2766 -2.0548 -5.1384 0.18 0.01 0.37
H 2.7232 0.4201 0.9091 0.00 0.12 0.14
H 1.0852 0.0339 -0.7887 -0.22 -0.98 0.76
H -0.8557 -2.0521 -0.0648 -0.44 0.64 0.40
H -4.8412 -3.8784 -1.2839 0.30 0.31 -0.19
H -0.1358 1.6641 -0.8140 -0.33 0.57 0.08

=====

59
Properties=species:S:1:pos:R:3:forces:R:3 method="wB97M-V/def2-TZVPD" e_above_lowest_ev=4.184 smiles="O=C(COc1ccc(Cl)cc1)N1CCN(c2ccc([N+](=O)[O-])c(N3CCCCC3)c2)CC1" gap_ev=8.02
Cl 5.3752 -0.2309 -1.2396 0.14 -0.09 0.09
O 1.1102 2.6671 -4.0309 0.11 0.11 0.08
O -0.5041 -0.1779 -5.2055 0.13 -0.12 -0.30
O -3.1945 1.1058 5.2865 0.02 0.03 0.13
O -3.3478 -1.0268 5.0483 -0.07 0.13 0.06
N -2.9726 0.0743 4.6678 -0.58 -0.16 0.83
N -1.4711 -2.1045 3.3882 -0.02 -0.15 -0.06
N -1.2059 0.9532 -3.3955 -0.22 -0.09 0.22
N -1.2939 0.5636 -0.6122 -0.08 -0.04 -0.14
C 3.4286 -0.0435 -3.1012 0.18 0.09 0.23
C -0.6513 1.7318 -1.1684 -0.06 0.33 -0.17
C 2.4175 0.6144 -3.7821 -0.23 0.22 -0.17
C -2.0311 1.5597 1.4599 0.12 0.05 -0.01
C -1.8467 -0.2190 -2.8373 0.12 -0.49 0.03
C 0.5368 -4.0844 4.0011 0.19 0.22 -0.16
C 2.8143 2.5715 -2.4387 -0.18 -0.04 -0.22
C -0.5047 0.8415 -4.5392 0.11 0.22 -0.16
C 4.1225 0.6027 -2.0938 -0.15 -0.01 -0.14
C -1.4244 -0.7676 1.3960 -0.04 -0.07 -0.14
C 3.8208 1.9158 -1.7621 -0.02 -0.09 -0.05
C 2.0997 1.9269 -3.4508 0.28 -0.07 0.21
C -0.9293 -2.1600 4.7257 0.36 0.09 0.25
C 0.2927 2.0646 -5.0119 0.01 -0.11 -0.26
C -2.3950 1.4118 2.7685 0.03 -0.12 0.15
C -1.2024 -0.5777 -1.4919 -0.20 -0.07 -0.21
C -2.3144 0.1765 3.4210 0.65 0.11 -1.19
C -1.7456 -0.9363 2.7490 -0.28 0.40 0.24
C -1.4670 -3.3824 2.7182 0.19 -0.16 -0.34
C -1.2944 2.0930 -2.5130 0.18 0.35 0.28
C 0.4970 -2.7235 4.6874 -0.21 -0.14 0.09
C -0.0566 -3.9613 2.6013 -0.21 -0.13 0.17
C -1.5701 0.4443 0.7291 -0.13 -0.02 0.35
H -2.0773 -4.0664 3.3223 -0.03 -0.03 -0.08
H 4.3686 2.4168 -0.9800 0.06 0.03 0.08
H -2.8118 2.2404 3.3208 -0.02 0.02 -0.02
H -1.5727 -2.7813 5.3582 0.02 0.07 0.04
H 0.8841 1.7462 -5.8789 -0.13 -0.01 0.16
H -0.7251 2.5715 -0.4812 0.02 -0.03 -0.02
H -1.7474 -1.4187 -1.0654 0.05 0.02 0.01
H -0.8006 2.9621 -2.9402 -0.08 -0.07 0.03
H -2.3555 2.3213 -2.3560 0.08 0.02 0.02
H 2.5610 3.5920 -2.1989 -0.03 0.13 0.04
H 1.1363 -2.0251 4.1415 0.04 0.05 0.03
H -2.1571 2.5168 0.9818 -0.05 0.08 -0.05
H 0.4166 1.5191 -1.3360 -0.08 0.07 0.03
H -0.0977 -4.9356 2.1125 0.01 -0.02 -0.07
H -0.0468 -4.8030 4.5807 -0.01 -0.09 0.04
H 1.8908 0.0880 -4.5609 -0.09 -0.05 -0.11
H -2.9102 -0.0068 -2.6879 0.04 -0.04 0.01
H -0.8896 -1.1603 5.1562 -0.10 -0.09 -0.01
H -0.9727 -1.5964 0.8772 0.11 -0.08 -0.01
H -1.9434 -3.2868 1.7423 -0.04 -0.01 0.08
H -0.1544 -0.8697 -1.6588 -0.05 -0.06 0.01
H 0.5664 -3.2992 1.9960 0.01 0.02 -0.07
H 3.6724 -1.0621 -3.3585 0.04 -0.09 -0.01
H 1.5644 -4.4484 3.9486 -0.02 -0.07 0.05
H -1.7337 -1.0378 -3.5489 -0.06 0.10 0.11
H 0.8728 -2.8004 5.7082 0.05 0.05 0.04
H -0.3990 2.8494 -5.3331 0.08 -0.10 0.02

=====

61
Properties=species:S:1:pos:R:3:forces:R:3 method="wB97M-V/def2-TZVPD" e_above_lowest_ev=0.107 smiles="COCCCNC(=O)C(=O)N/N=C/c1ccc(OCC(=O)Nc2cccc(Cl)c2C)c(OC)c1" gap_ev=8.39
Cl -9.3378 -2.2846 -0.3138 -0.25 -0.11 -0.06
O 5.8277 -0.9689 1.9329 -0.01 -0.20 0.04
O -2.7597 0.9988 1.9053 0.03 0.34 -0.33
O -5.7376 1.2486 -2.1586 -0.05 0.04 -0.20
O 6.0762 -1.9805 -1.3204 -0.17 -0.04 0.07
O 4.7051 1.3113 -0.4675 -0.17 0.01 -0.02
O -3.5693 2.8175 0.2024 0.29 0.08 0.16
N -5.1974 0.7722 0.0093 0.22 0.09 0.56
N 2.2623 0.5116 1.0882 -0.70 0.24 -0.08
N 3.5595 0.1527 1.1684 0.60 -0.45 0.37
N 6.9854 0.1288 0.2995 -0.06 0.43 -0.16
C 1.8371 1.3387 0.2124 0.91 -0.08 -0.15
C -6.9049 -3.0065 0.5169 -0.02 -0.01 0.01
C 7.3196 -2.5346 -0.9532 0.29 -0.07 0.00
C -0.0276 2.6043 -0.7715 0.31 -0.31 0.24
C -0.4641 1.1521 1.1007 -0.08 0.04 -0.04
C -1.7986 1.5021 1.0734 -0.18 0.10 -0.15
C 8.4531 -1.5104 -0.7993 -0.50 0.00 0.21
C -5.8112 -0.4842 0.1710 -0.17 -0.45 -0.10
C -5.0329 -1.5278 0.6608 -0.03 0.10 -0.04
C -8.0293 0.4710 -0.5487 -0.12 0.02 -0.12
C 5.8887 -0.2075 0.9834 0.24 0.15 0.04
C 8.2318 -0.5852 0.4014 0.26 -0.24 -0.04
C 4.6468 0.5253 0.4618 -0.25 0.06 -0.09
C -5.5777 -2.7838 0.8364 -0.08 0.03 0.02
C 5.9626 -1.6191 -2.6736 -0.01 -0.01 -0.04
C -7.6774 -1.9562 0.0510 0.33 -0.01 0.08
C -2.2545 2.4343 0.1162 0.18 -0.11 0.06
C 0.4352 1.6997 0.1795 -0.84 0.22 -0.02
C -5.1770 1.5132 -1.1186 0.39 0.33 0.02
C -7.1685 -0.6692 -0.1160 0.01 0.04 -0.01
C -1.3607 2.9688 -0.7978 -0.45 0.00 0.17
C -2.3556 0.1360 2.9434 0.06 -0.20 0.21
C -4.3533 2.8055 -0.9711 -0.31 -0.04 -0.36
H -7.8723 0.6744 -1.6081 -0.07 0.04 0.03
H 6.1574 -2.4770 -3.3291 0.00 0.03 0.00
H 0.6595 3.0334 -1.4846 0.09 0.04 -0.08
H 3.7550 -0.5254 1.9051 -0.03 0.28 -0.31
H -3.2645 -0.1111 3.4901 0.09 -0.02 -0.01
H -7.3448 -3.9842 0.6338 -0.06 -0.07 0.00
H 7.6177 -3.2995 -1.6860 -0.06 0.02 0.08
H 6.6432 -0.8051 -2.9479 -0.02 0.00 -0.02
H 9.0551 0.1323 0.4764 -0.07 -0.10 0.10
H -0.0743 0.4481 1.8162 -0.04 -0.09 0.13
H 9.3907 -2.0495 -0.6610 0.07 0.00 -0.05
H 7.1368 -3.0200 0.0092 0.09 -0.05 -0.07
H -5.0566 3.6420 -0.8980 0.09 -0.13 -0.05
H -3.7595 2.9334 -1.8803 -0.07 -0.06 0.11
H -3.9946 -1.3435 0.8899 0.15 0.04 -0.02
H -7.7624 1.3719 0.0014 0.01 0.07 0.01
H -1.9053 -0.7813 2.5512 -0.01 0.03 0.01
H 4.9378 -1.2807 -2.8124 0.03 0.02 -0.10
H -4.5324 1.0439 0.7304 -0.15 -0.01 -0.14
H 6.8263 0.7280 -0.5022 -0.09 -0.07 0.15
H -1.6473 0.6278 3.6154 -0.01 -0.01 -0.03
H -4.9704 -3.5934 1.2107 0.06 -0.07 0.03
H -1.7066 3.6909 -1.5220 -0.06 0.07 -0.04
H -9.0792 0.2473 -0.3841 0.01 0.07 0.05
H 2.4771 1.8084 -0.5309 0.12 -0.09 0.08
H 8.5378 -0.9140 -1.7101 0.11 -0.02 -0.06
H 8.1799 -1.1712 1.3224 0.11 0.09 -0.05